1.
ORCA calculation (ωB97M-V/def2-TZVPD) on a molecular structure, C8H18ClP.

The geometry in XYZ format:
```
28
Properties=species:S:1:pos:R:3:forces:R:3:lowdin_charge:R:1
C 1.609 0.975 -0.803 2.8 -1.8 0.2 -0.105
C -0.625 2.088 -0.420 -1.4 0.9 3.1 -0.108
C 1.204 2.403 1.251 2.3 0.7 -1.6 -0.129
C -1.502 -2.207 0.862 2.7 -3.4 0.1 -0.171
C -0.814 -1.114 -1.207 1.4 1.6 -1.2 -0.150
C 1.030 -2.170 0.226 -1.3 -1.1 2.2 -0.060
C 0.604 1.395 0.244 0.5 1.3 -0.5 -0.814
C -0.370 -1.439 0.187 0.4 1.1 1.1 -0.737
P -0.353 0.215 1.155 -0.7 -1.5 -0.3 1.370
Cl -3.782 0.066 -0.067 0.7 0.3 0.4 -0.346
H 2.591 0.547 -0.242 -1.9 1.5 -1.3 0.132
H 1.309 0.049 -1.336 0.1 1.2 0.2 0.027
H 1.868 1.767 -1.575 -0.2 -0.8 1.2 0.114
H -0.739 1.959 -1.435 -0.3 -1.0 -2.1 0.064
H -0.523 3.165 -0.264 0.1 0.0 0.2 0.094
H -1.620 1.859 0.124 0.9 0.1 -1.0 0.042
H 0.502 2.802 1.942 -0.6 0.0 0.8 0.060
H 2.115 1.966 1.711 -0.8 0.2 0.2 0.084
H 1.632 3.323 0.706 -0.8 -1.3 0.4 0.116
H -1.046 -2.875 1.647 -0.6 1.1 0.0 0.096
H -2.307 -1.629 1.152 -1.6 1.2 0.8 -0.050
H -1.884 -2.980 0.188 -0.1 0.3 -0.3 0.093
H -0.033 -0.652 -1.861 -0.7 -0.5 0.6 0.077
H -1.592 -0.388 -1.077 -0.9 0.1 -0.6 -0.039
H -1.173 -1.934 -1.772 -0.6 -1.2 -0.2 0.084
H 0.704 -3.090 -0.303 0.9 0.2 0.3 0.094
H 1.744 -1.614 -0.347 0.5 -0.1 -0.1 0.031
H 1.452 -2.484 1.316 -1.1 0.9 -2.6 0.132
```
Forces are in eV/Å.

- frontier orbital gap (alpha / beta) (Ha) = 0.2021 / 0.2021
- multiplicity = 1

2.
ORCA calculation (ωB97M-V/def2-TZVPD) on a molecular structure, C16H14Cl3GeIrN2O2Se.

The geometry in XYZ format:
```
40
Properties=species:S:1:pos:R:3:forces:R:3:lowdin_charge:R:1
Ir 0.585 -1.336 0.812 -0.5 0.2 1.1 0.621
Cl 1.684 -4.554 2.212 -0.1 -0.2 0.0 0.043
Ge 2.345 -2.526 1.833 0.3 0.2 -0.6 -0.515
Cl 2.928 -1.874 3.815 0.1 0.1 0.2 0.032
Cl 4.256 -2.775 0.814 0.0 0.0 0.1 0.031
C 1.090 3.974 -3.575 0.0 0.0 0.0 -0.061
C 1.357 2.508 -3.342 0.0 0.0 0.0 -0.244
C 2.670 2.046 -3.340 0.0 0.0 0.0 -0.073
C 2.928 0.707 -3.107 0.0 0.0 0.0 -0.097
C 1.896 -0.179 -2.854 0.0 0.0 0.0 -0.064
C 0.576 0.272 -2.837 0.0 0.0 0.1 -0.207
N -0.502 -0.574 -2.551 0.1 -0.1 0.0 0.126
C -0.393 -1.878 -1.946 0.0 -0.1 -0.2 -0.348
C 0.348 -3.042 -2.673 0.0 -0.2 0.1 -0.230
C -0.456 -4.267 -2.967 0.0 0.0 0.1 -0.037
C -1.667 -4.447 -2.437 0.0 0.1 0.0 -0.073
C -2.282 -3.444 -1.565 0.0 -0.1 -0.1 -0.005
C -1.712 -2.263 -1.336 0.1 0.3 0.0 -0.093
C -2.263 -1.310 -0.292 0.3 0.0 0.3 -0.585
O -3.419 -0.945 -0.304 0.0 -0.1 -0.1 0.074
O -1.401 -0.936 0.642 -0.5 -0.3 -0.6 -0.233
C 0.302 1.624 -3.119 0.0 0.0 0.0 -0.171
C -1.122 2.121 -3.143 0.0 0.0 0.0 -0.040
H 2.026 4.530 -3.614 0.0 0.0 0.0 0.069
H 0.477 4.403 -2.779 0.0 0.0 0.0 0.081
H 0.561 4.146 -4.516 0.0 0.0 0.0 0.077
H 3.484 2.742 -3.504 0.0 0.0 0.0 0.099
H 3.948 0.343 -3.093 0.0 0.0 0.0 0.104
H 2.136 -1.200 -2.606 0.0 0.0 0.0 0.091
H -1.326 -0.081 -2.252 -0.1 0.0 0.0 0.104
H 0.925 -2.718 -3.538 0.0 0.0 0.0 0.133
H -0.007 -5.030 -3.593 0.0 0.0 0.0 0.100
H -2.212 -5.364 -2.624 0.0 0.0 0.0 0.095
H -3.215 -3.679 -1.067 0.0 0.0 0.0 0.119
H -1.814 1.359 -3.504 0.0 0.0 0.0 0.077
H -1.228 2.978 -3.807 0.0 0.0 0.0 0.066
H -1.465 2.433 -2.151 0.0 0.0 0.0 0.097
Se 1.942 0.436 0.674 0.6 0.4 0.1 0.164
N 1.221 -3.220 -1.443 -0.3 0.1 -0.2 0.132
C 0.646 -2.215 -0.880 0.0 -0.2 -0.3 -0.461
```
Forces are in eV/Å.

- frontier orbital gap (alpha / beta) (Ha) = 0.2566 / 0.2345
- multiplicity = 2
- ⟨S²⟩ = 0.7612
- total charge = -1

3.
ORCA calculation (ωB97M-V/def2-TZVPD) on a molecular structure, C12H26EuNO5P2S.

The geometry in XYZ format:
```
48
Properties=species:S:1:pos:R:3:forces:R:3:lowdin_charge:R:1
Eu 1.358 0.503 0.465 -0.7 -0.8 0.7 1.932
P 0.681 2.170 -1.723 -0.8 -0.1 -1.8 0.771
C -0.806 1.345 -2.487 0.2 -0.1 0.1 -0.293
C -1.132 -0.090 -2.086 -0.4 0.1 -0.2 -0.306
N -0.651 -0.617 -0.938 0.1 0.5 0.5 0.022
C -1.216 -1.753 -0.462 0.2 -0.4 0.3 -0.306
C -2.157 -2.476 -1.188 0.2 0.0 0.3 0.004
C -2.568 -1.998 -2.424 0.2 0.4 -0.2 0.005
C -2.072 -0.773 -2.865 0.0 0.1 0.4 0.007
C -0.728 -2.291 0.882 -0.3 -0.9 0.0 -0.294
P -0.997 -1.319 2.394 1.0 1.8 -0.3 0.813
H -2.454 -0.282 -3.761 0.2 -0.3 0.1 0.135
H -2.521 -3.421 -0.785 0.0 0.3 -0.2 0.133
H -3.268 -2.558 -3.036 0.0 0.1 0.1 0.133
H -1.271 -3.206 1.154 0.5 -0.4 -0.8 0.099
H 0.370 -2.463 0.836 -0.6 -0.3 0.1 0.080
H -1.617 1.983 -2.148 -0.5 0.0 -0.1 0.061
H -0.779 1.431 -3.593 0.2 0.0 0.6 0.120
H -2.121 2.383 -0.007 -0.8 0.1 -0.2 -0.006
O -2.911 2.871 -0.308 -0.1 -1.0 -0.2 -0.060
H -3.580 2.191 -0.578 0.8 0.8 0.4 0.079
H -1.073 0.562 2.162 1.5 -0.4 -0.2 -0.066
O -0.411 1.296 1.917 -1.6 2.8 -0.3 -0.303
H -1.015 2.089 1.965 1.4 -0.2 -0.1 0.095
C -2.723 -1.212 2.878 -0.7 -0.6 -0.1 -0.237
H -3.151 -2.219 2.831 -0.4 0.2 0.2 0.060
H -2.808 -0.809 3.902 0.1 -0.2 -0.4 0.076
H -3.269 -0.527 2.203 0.2 -0.5 0.3 0.058
C 0.000 -1.995 3.729 -0.2 -0.8 0.2 -0.234
H 0.250 -1.228 4.480 -0.3 -0.3 -0.3 0.064
H -0.604 -2.798 4.172 0.6 0.0 0.3 0.063
H 0.944 -2.391 3.321 -0.4 0.0 0.2 0.053
C 1.864 1.719 -3.025 0.9 -0.2 0.3 -0.259
H 1.774 2.415 -3.864 0.1 -0.1 0.1 0.066
H 2.881 1.743 -2.615 0.0 0.1 -0.4 0.046
H 1.660 0.705 -3.380 0.1 0.1 0.1 0.059
C 0.342 3.933 -2.057 0.0 0.4 0.6 -0.237
H 1.102 4.533 -1.535 -0.2 -0.1 -0.2 0.060
H 0.385 4.166 -3.130 0.0 -0.3 0.3 0.071
H -0.642 4.221 -1.659 0.3 -0.1 -0.1 0.053
C 4.792 -0.857 2.104 0.0 -0.1 -0.1 -0.110
S 4.028 -0.636 0.517 2.0 -0.6 -0.3 0.473
O 3.657 0.835 0.438 -1.2 -0.5 0.0 -0.498
O 4.891 -1.069 -0.545 -1.1 0.3 1.1 -0.234
O 2.705 -1.377 0.632 -0.5 1.1 -0.3 -0.509
H 5.721 -0.283 2.114 -0.2 0.0 -0.1 0.092
H 5.025 -1.922 2.204 -0.1 0.2 0.0 0.092
H 4.115 -0.522 2.903 0.2 -0.1 -0.3 0.078
```
Forces are in eV/Å.

- frontier orbital gap (alpha / beta) (Ha) = 0.2000 / 0.2971
- multiplicity = 7
- ⟨S²⟩ = 12.0135
- total charge = +2

4.
ORCA calculation (ωB97M-V/def2-TZVPD) on C7H10N2OS in the gas phase.

The geometry in XYZ format:
```
21
Properties=species:S:1:pos:R:3:forces:R:3:lowdin_charge:R:1
C -1.463 1.194 1.098 -0.7 1.2 0.0 -0.427
C -1.033 -0.496 -0.467 2.6 -0.9 -1.5 0.019
C -1.680 -0.104 0.788 0.5 -0.1 1.8 -0.452
C 1.001 1.826 0.508 0.0 0.4 1.9 -0.389
C 1.150 -0.552 -1.687 -3.5 1.4 1.4 -0.110
C 1.324 0.942 -1.701 -1.3 1.7 -1.3 -0.175
C 1.011 -1.137 0.784 -1.2 0.2 -0.8 -0.018
N 0.295 -0.831 -0.506 -3.3 0.6 2.3 -0.167
N -2.396 -0.955 1.663 1.1 -0.3 -1.8 0.106
O 1.783 1.424 -0.409 1.5 -1.0 -1.5 -0.164
S -0.602 2.229 -0.025 -1.4 0.4 -0.3 0.884
H -2.029 1.774 1.812 -0.1 -0.5 0.4 0.058
H 0.583 -0.899 -2.504 -0.6 0.0 -1.4 0.117
H 1.937 -1.170 -1.593 3.3 -1.6 0.2 0.085
H 1.966 1.346 -2.470 0.7 -0.2 0.0 0.122
H 0.327 1.460 -1.907 1.3 -1.2 0.2 0.078
H 0.733 -0.352 1.511 0.2 -0.6 -0.1 0.075
H 0.693 -2.160 1.078 0.6 0.7 0.1 0.103
H 2.045 -1.033 0.544 0.8 -0.3 0.4 0.074
H -3.170 -0.628 2.224 0.2 0.2 -0.4 0.095
H -2.474 -1.878 1.260 -0.5 0.1 0.4 0.085
```
Forces are in eV/Å.

- frontier orbital gap (Ha) = 0.2887
- multiplicity = 1

5.
ORCA calculation (ωB97M-V/def2-TZVPD) on a molecular structure, C2H12O12V.

The geometry in XYZ format:
```
27
Properties=species:S:1:pos:R:3:forces:R:3:lowdin_charge:R:1
O 2.800 0.717 0.692 -2.7 -1.6 -0.9 -0.281
V 1.560 -0.304 0.312 5.0 4.1 -0.7 1.009
C 2.942 -2.318 0.526 -0.3 -0.7 0.9 -0.692
O 2.605 -1.858 -0.577 -0.1 -0.6 -2.3 -0.013
O 3.513 -3.576 0.668 -0.9 2.5 1.6 0.140
O 2.600 -1.595 1.495 1.0 -2.9 2.1 -0.059
H 3.737 -3.943 -0.169 0.2 -0.2 -1.4 0.097
C 0.350 1.079 -1.249 -0.3 -0.7 -1.2 -0.809
O 1.248 0.327 -1.596 2.3 -1.8 -2.9 0.034
O -0.427 1.722 -2.098 -0.6 0.8 -0.5 0.165
O 0.113 1.066 -0.068 -2.7 1.7 4.2 -0.007
H -0.215 1.411 -2.983 0.3 0.1 -0.4 0.149
O -3.132 0.330 -2.250 0.2 0.5 -0.1 -0.021
H -2.319 0.815 -2.112 0.1 1.2 0.0 -0.012
H -2.751 -0.505 -2.041 -0.3 -1.7 0.2 0.015
O -1.928 0.614 1.741 -1.3 0.1 1.3 -0.055
H -2.632 1.287 1.744 0.4 -0.4 -0.1 0.053
H -1.505 0.718 0.905 0.7 0.3 -1.0 -0.034
O -0.106 -1.667 0.464 -1.1 -0.7 -0.7 -0.021
H 0.098 -2.274 1.170 0.2 -0.5 0.6 0.087
H -0.679 -2.180 -0.143 0.6 0.6 0.3 0.127
O -2.720 3.199 -0.402 -1.8 0.3 1.1 -0.005
H -1.907 3.063 -0.808 2.8 -0.3 -0.7 -0.029
H -3.283 3.107 -1.162 -1.0 0.0 -0.3 0.035
O 0.863 0.156 2.306 -1.6 -0.6 2.2 -0.092
H 0.099 -0.304 2.760 1.0 1.1 -0.8 0.107
H 1.085 0.920 2.869 0.0 -0.4 -0.6 0.112
```
Forces are in eV/Å.

- frontier orbital gap (alpha / beta) (Ha) = 0.2833 / 0.3593
- multiplicity = 2
- ⟨S²⟩ = 0.7804

6.
ORCA calculation (ωB97M-V/def2-TZVPD) on 2 unconnected molecules or ions with the total composition C5H7BS.

The geometry in XYZ format:
```
14
Properties=species:S:1:pos:R:3:forces:R:3:lowdin_charge:R:1
B -0.334 0.993 0.845 0.5 -2.0 0.1 -0.034
C -1.280 1.501 -0.066 -0.9 2.3 -1.3 -0.038
C -2.043 0.465 -0.565 -1.2 -0.2 0.0 -0.152
C -1.813 -0.852 -0.259 0.4 0.1 1.1 -0.144
C -0.932 -1.263 0.723 2.4 3.2 -0.2 -0.082
C 0.068 -0.335 1.297 -1.8 0.4 0.2 0.007
H -1.612 2.427 -0.527 0.5 0.3 0.8 0.089
H -3.014 0.676 -1.061 1.1 0.1 -0.3 0.128
H -2.418 -1.518 -0.773 -1.0 -1.6 -0.5 0.081
H -0.851 -2.265 0.948 0.2 -2.1 0.6 0.075
H 0.742 -0.523 2.133 -0.2 -0.6 -0.5 0.073
S 4.531 0.271 -0.324 2.4 -1.3 1.7 0.496
H 5.307 -0.309 -1.285 -0.6 0.4 0.3 -0.196
H 3.648 0.733 -1.086 -1.8 0.9 -1.9 -0.302
```
Forces are in eV/Å.

- frontier orbital gap (Ha) = 0.3064
- SMILES string = b1ccccc1.S
- multiplicity = 1

The records above yield ΔE to the lowest compared entry with this formula, charge and spin values of 52.8; 48.8; 0.0; 153.9; 0.0; 48.3 kcal/mol, respectively.
The records above yield E values of -1117.010163; -6841.549232; -2694.521827; -855.427055; -1930.394590; -617.649270 hartree, respectively.